(1)
2 unconnected molecules or ions with the total composition C2H4N3 at a distorted geometry, computed with ωB97M-V with the def2-TZVPD basis set.

```
9
Properties=species:S:1:pos:R:3
C 1.88696 0.02254 0.05724
C -1.44395 -0.60721 0.46608
N -1.56687 0.36333 -0.53563
N -0.86596 0.70925 0.39358
N 2.98715 0.15435 -0.22305
H -2.41975 -0.60171 1.14021
H -0.77966 -1.49096 0.30923
H -1.59711 0.76487 -1.49868
H 3.79920 0.68553 -0.10897
```

Energy above the lowest of the compared OMol25 structures with the same formula, charge and spin: 115.76 kcal per mole
Total charge: +1
LUMO: -6.7 eV
Highest occupied orbital energy: -15.90 eV

---

(2)
A molecular structure, C36H37N3ORuS5, computed with ωB97M-V with the def2-TZVPD basis set.

```
83
Properties=species:S:1:pos:R:3
Ru 1.24173 -0.10400 -0.10687
C -1.40819 -5.26609 -2.13271
C -2.43550 -4.37136 -2.76722
C -3.22249 -4.80619 -3.82866
C -4.17029 -3.97988 -4.41399
C -4.36752 -2.69260 -3.93535
C -3.60869 -2.23955 -2.86818
C -2.64680 -3.07162 -2.30901
N -1.86368 -2.59554 -1.20226
C -1.07370 -1.52043 -1.22670
N -0.85038 -0.92613 -2.40271
C -0.17900 0.28631 -2.66420
C 0.75342 0.82223 -1.78145
C 1.37573 2.03505 -2.10718
C 1.09209 2.66666 -3.29897
C 0.17207 2.10094 -4.18145
C -0.47541 0.91756 -3.88917
C -1.47022 0.31812 -4.84572
N -0.48077 -1.07071 -0.09703
C -1.06107 -1.41613 1.17444
C -2.43132 -1.25971 1.37448
C -2.98903 -1.54550 2.60868
C -2.18128 -1.98008 3.64910
C -0.81576 -2.10118 3.45077
C -0.23645 -1.80994 2.21966
C 1.24601 -1.86846 2.03313
H -1.33235 -6.20556 -2.67505
H -1.66893 -5.50853 -1.09939
H -0.42088 -4.79988 -2.12489
H -3.08431 -5.81221 -4.20380
H -4.76394 -4.34590 -5.24046
H -5.12070 -2.05252 -4.37392
H -3.77652 -1.25156 -2.45427
H -1.89243 -3.11480 -0.33650
H -1.31458 -1.35750 -3.19242
H 2.10686 2.46280 -1.43042
H 1.59089 3.59082 -3.55851
H -0.04343 2.59716 -5.11895
H -1.55502 0.93266 -5.73844
H -2.46525 0.24329 -4.40056
H -1.17147 -0.68194 -5.17521
H -3.06320 -0.90740 0.56855
H -4.05327 -1.42105 2.75490
H -2.61141 -2.21235 4.61342
H -0.17873 -2.42376 4.26504
H 1.75158 -2.34333 2.87233
H 1.68242 -0.85550 1.99374
H 1.52316 -2.43424 1.13798
C -0.25855 6.50737 4.94049
C -0.07547 5.42947 3.92211
C 0.58498 4.24006 4.24847
C 0.77127 3.23357 3.33118
C 1.47866 1.98647 3.77517
C 0.26428 3.42568 2.00260
C 0.41571 2.45759 1.00057
O 1.05444 1.36385 1.15289
C -0.42094 4.63555 1.65812
C -0.98581 4.96030 0.29832
C -0.56721 5.60151 2.62959
H 0.17303 6.23665 5.90079
H -1.32039 6.71734 5.08052
H 0.20639 7.43303 4.59676
H 0.95973 4.10899 5.25559
H 1.74037 2.06889 4.82741
H 2.39254 1.81917 3.20459
H 0.84599 1.10562 3.64325
H -0.03752 2.63746 0.03219
H -0.92023 4.17358 -0.44630
H -0.47169 5.83387 -0.10455
H -2.03750 5.22822 0.40079
H -1.07865 6.52382 2.37964
C 4.41233 -3.65101 -1.46551
S 5.76908 -2.45126 -1.38910
C 5.44929 -1.68805 0.16276
C 4.37800 -0.91729 0.49171
S 3.26680 -0.36887 -0.70480
S 4.35593 -0.24662 2.10878
C 5.91276 -0.86529 2.61697
S 6.56036 -0.59019 4.06557
S 6.65092 -1.87246 1.38330
H 4.53228 -4.15060 -2.42540
H 3.44134 -3.16312 -1.44089
H 4.50552 -4.38377 -0.66816
```

Energy above the lowest of the compared OMol25 structures with the same formula, charge and spin: 4.19 kcal per mole
Total charge: +2
LUMO (alpha / beta): -7.6 / -7.6 eV
Highest occupied orbital energy (alpha / beta): -12.76 / -12.76 eV

---

(3)
A molecular structure, C23H23PSbW at a distorted geometry, computed with ωB97M-V with the def2-TZVPD basis set.

```
49
Properties=species:S:1:pos:R:3
C -0.52993 0.18504 -4.12056
C -1.01610 -1.09320 -4.71929
C -0.64237 -2.22208 -3.96647
C 0.27196 -1.83602 -2.97078
C 0.40451 -0.32091 -2.88063
W -1.07258 1.20161 -2.27384
P -0.14006 3.28513 -2.68777
H -0.17327 1.02246 -4.74269
H -1.54764 -1.14051 -5.66321
H -0.95974 -3.25440 -4.15343
H 1.41917 0.10201 -2.82917
H 0.87897 -2.48755 -2.34516
H -0.79757 4.36907 -1.99278
H -0.30866 3.82383 -4.01406
H 1.23734 3.58795 -2.42166
C -0.70808 3.66157 3.45561
C 0.34680 3.70515 2.53574
C 0.49444 2.68643 1.58584
C -0.37229 1.59941 1.59139
C -1.44897 1.55894 2.47460
C -1.60766 2.58846 3.41610
Sb -0.15136 0.24101 -0.10557
C 1.81960 -0.35206 0.62529
C 2.91022 -0.30861 -0.24395
C 4.21381 -0.53702 0.23308
C 4.42967 -0.84548 1.57618
C 3.32826 -0.92408 2.44782
C 2.03170 -0.67577 1.96908
C -1.44770 -1.42366 0.57437
C -0.93758 -2.62514 1.08115
C -1.81951 -3.69193 1.34606
C -3.18885 -3.55429 1.09480
C -3.69638 -2.33589 0.60612
C -2.81678 -1.26856 0.37948
H -0.83310 4.46556 4.18601
H 1.04378 4.54223 2.54274
H 1.26306 2.78765 0.81531
H -2.19516 0.76598 2.41479
H -2.44845 2.56405 4.11123
H 2.76311 -0.10044 -1.30205
H 5.05700 -0.48150 -0.46152
H 5.44321 -1.03571 1.94556
H 3.48518 -1.18359 3.49690
H 1.19152 -0.74019 2.66468
H 0.12974 -2.75429 1.26013
H -1.42876 -4.63541 1.74779
H -3.87604 -4.38221 1.28768
H -4.76330 -2.21391 0.40512
H -3.23513 -0.31909 0.02393
```

⟨S²⟩: 2.108
2S+1: 3
Total charge: +1
LUMO (alpha / beta): -4.3 / -4.2 eV
Highest occupied orbital energy (alpha / beta): -10.37 / -10.62 eV

---

(4)
A molecular structure, C24H19N3NaO3S3 at a distorted geometry, computed with ωB97M-V with the def2-TZVPD basis set.

```
53
Properties=species:S:1:pos:R:3
Na -5.39759 13.27346 8.71218
S -5.34641 16.28690 7.79269
C -5.72688 16.28106 9.45755
N -5.76537 15.23312 10.29386
C -6.25831 15.65705 11.50374
C -6.35442 14.81299 12.63951
C -7.04058 15.25239 13.79355
C -7.52597 16.59358 13.80643
C -7.26937 17.46974 12.72293
C -6.58031 16.99258 11.61318
S -6.15752 17.84158 10.14159
H -5.96274 13.79320 12.53002
H -7.26750 14.56739 14.56813
H -7.98921 17.00095 14.66702
H -7.64705 18.44399 12.66940
C -7.04369 8.88345 8.69548
C -8.26932 8.94410 9.41881
C -8.65120 10.14910 9.89383
C -7.87995 11.27919 9.66738
N -6.75851 11.22202 8.98733
C -6.36038 10.05577 8.50016
C -8.31211 12.68816 9.98823
C -9.03388 12.90121 11.15793
C -9.56033 14.18318 11.38748
C -9.35887 15.14693 10.39655
C -8.64793 14.77002 9.28999
N -8.06477 13.58153 9.11233
H -6.62546 8.03235 8.29450
H -8.80827 8.05669 9.73437
H -9.70565 10.19875 10.22751
H -5.40472 10.14126 7.98120
H -9.26198 12.09468 11.83956
H -10.16461 14.35440 12.28168
H -9.86501 16.13264 10.35162
H -8.47749 15.50197 8.56146
C 0.98293 16.16552 7.15071
C -0.02779 15.00722 7.11530
C 0.31818 13.84468 6.43242
C -0.50659 12.73040 6.49199
C -1.68619 12.73872 7.21196
C -2.05857 13.90709 7.78808
C -1.25242 15.02626 7.77008
S -2.76997 11.30274 7.33368
O -3.99777 11.92133 7.84381
O -2.91545 10.80063 5.94034
O -2.09436 10.44316 8.24744
H 0.51572 17.13945 7.14397
H 1.63423 15.98143 6.36339
H 1.52517 16.16412 8.10862
H 1.25306 13.72179 5.92121
H -0.13892 11.86512 6.02542
H -2.92406 13.92704 8.37046
H -1.50741 15.91147 8.32166
```

Energy above the lowest of the compared OMol25 structures with the same formula, charge and spin: 3.59 kcal per mole
Total charge: -1
LUMO: 2.1 eV
Highest occupied orbital energy: -4.59 eV

---

(5)
3 unconnected molecules or ions with the total composition C3H14N2O2 at a distorted geometry, computed with ωB97M-V with the def2-TZVPD basis set.

```
21
Properties=species:S:1:pos:R:3
N 0.73818 -0.33219 0.71334
C 0.45024 0.01026 -0.95618
C 1.68504 -0.52954 -1.61562
C 0.30963 1.50604 -0.84404
N -0.65338 2.01769 0.09101
H 0.15594 0.41599 1.06684
H 1.66418 -0.21346 1.11557
H -0.32365 -0.73643 -1.08004
H 2.60578 0.05844 -1.45181
H 1.54111 -0.53243 -2.70822
H 1.88635 -1.55801 -1.31334
H 1.31515 1.83201 -0.54126
H 0.23718 1.88744 -1.88653
H -1.37928 1.42803 0.46695
H -0.97998 2.92192 -0.21009
H -0.95339 -1.51687 3.03341
H -0.02024 -1.28344 1.67504
O -0.66823 -1.89605 2.19670
H -3.12192 -1.44685 0.32845
H -2.02542 -1.24326 1.34452
O -2.46329 -0.78929 0.57527
```

Energy above the lowest of the compared OMol25 structures with the same formula, charge and spin: 37.41 kcal per mole
Total charge: 0
LUMO: 1.0 eV
Highest occupied orbital energy: -9.22 eV

---

(6)
A molecular structure, C12H22CuN2O8PSe, computed with ωB97M-V with the def2-TZVPD basis set.

```
47
Properties=species:S:1:pos:R:3
Cu -0.02935 0.24416 0.20997
O 3.24811 -0.14396 -2.35282
C 2.20248 -0.20680 -1.56000
O 1.72005 0.75590 -0.99419
C 1.64700 -1.60277 -1.44837
O 0.63057 -1.62906 -0.46715
C -0.57151 -2.36359 -0.82627
C -1.68907 -1.41464 -1.31405
O -2.57306 -1.88702 -1.98927
O -1.58757 -0.19161 -0.89551
H 3.57081 0.77006 -2.41135
H 1.27052 -1.89220 -2.43325
H 2.45335 -2.28570 -1.17276
H -0.34738 -3.11532 -1.57875
H -0.90183 -2.85586 0.08733
C -0.85297 2.82792 -1.88786
O -1.39175 3.09463 -0.57012
P -0.89668 2.26107 0.68833
O 0.11725 3.17981 1.49017
C -0.15884 4.57670 1.74247
O -2.17666 2.29088 1.62923
C -3.36839 1.57286 1.22462
H -1.36552 3.50558 -2.56239
H -1.06057 1.79651 -2.16790
H 0.21808 3.02630 -1.90871
H 0.80248 5.05695 1.89481
H -0.77352 4.67398 2.63558
H -0.67037 5.02646 0.89419
H -4.04989 1.62359 2.06769
H -3.12448 0.53929 0.98204
H -3.81222 2.05433 0.35586
C 0.22755 1.73809 4.48315
N -0.82680 0.74525 4.62496
C -1.82317 0.76084 5.57735
C -2.57176 -0.34624 5.38146
N -2.02510 -1.02152 4.31190
C -2.53452 -2.26530 3.75152
C -0.95897 -0.34220 3.84945
Se 0.16403 -0.92836 2.48226
H 0.19821 2.39544 5.34786
H 0.07846 2.31525 3.57585
H 1.19225 1.23915 4.43230
H -1.90203 1.54530 6.30782
H -3.43173 -0.71506 5.91068
H -3.32056 -2.63669 4.40253
H -1.73490 -2.99886 3.69049
H -2.93557 -2.09085 2.75476
```

⟨S²⟩: 0.754
2S+1: 2
Total charge: +1
LUMO (alpha / beta): -2.1 / -4.5 eV
Highest occupied orbital energy (alpha / beta): -11.18 / -11.20 eV

---

(7)
A molecular structure, C17H40NOP3W at a distorted geometry, computed with ωB97M-V with the def2-TZVPD basis set.

```
63
Properties=species:S:1:pos:R:3
W 0.98384 0.33689 1.40040
P 1.60652 1.60478 -0.39561
P -0.74878 1.62220 2.39414
P 1.01128 -1.98972 0.94925
H -3.50551 0.84060 -0.37723
C -3.48791 -0.18733 -0.79584
C -3.52960 -1.29286 -0.02234
H -3.57269 -1.21260 1.07780
C 0.42972 2.47005 -1.49143
C 2.45501 3.10132 0.29522
C 2.82164 0.99693 -1.59881
C -1.89739 0.72989 3.53769
C 0.17242 2.74641 3.50789
C -1.97171 2.71863 1.57589
C 0.29539 -2.99312 2.33144
C 2.77166 -2.58929 1.00914
C 0.46177 -3.10586 -0.40915
H -3.49944 -0.26944 -1.90606
H -3.48554 -2.29243 -0.47033
H 0.96343 2.98417 -2.30445
H -0.12378 3.24716 -0.95290
H -0.28221 1.77455 -1.94718
H 2.87101 3.71130 -0.52002
H 3.28226 2.82655 0.96016
H 1.73395 3.72439 0.84117
H 3.26949 1.82801 -2.15644
H 2.33459 0.30062 -2.30091
H 3.63947 0.47198 -1.09694
H -2.42204 1.37668 4.26064
H -1.33618 -0.02234 4.10222
H -2.64559 0.18917 2.93996
H -0.45977 3.55235 3.91426
H 0.99458 3.23712 2.97476
H 0.60820 2.20464 4.35701
H -2.28564 3.56778 2.20468
H -2.87524 2.16317 1.30027
H -1.55911 3.13819 0.65759
H 0.47654 -4.06387 2.15009
H -0.78516 -2.80945 2.38100
H 0.76055 -2.70874 3.28173
H 2.78275 -3.63968 0.67464
H 3.16697 -2.55580 2.03472
H 3.42291 -2.01354 0.33467
H 0.84562 -4.12483 -0.23186
H 0.84767 -2.74514 -1.37476
H -0.63449 -3.16390 -0.43866
C -0.05605 -1.18828 -3.38265
C -0.54433 0.01853 -4.04328
C -1.58811 -0.06337 -4.95167
C -2.21387 -1.29432 -5.22435
C -1.93113 -2.40031 -4.40925
C -0.97661 -2.31468 -3.41532
O 1.12151 -1.27729 -2.92567
H -0.60170 -0.16388 1.67376
H -0.00850 0.95626 -3.87832
H -1.93065 0.83979 -5.47345
H -2.93142 -1.38764 -6.04799
H -2.48019 -3.32945 -4.54237
H -0.82406 -3.14733 -2.73712
N 2.58166 0.26565 2.93746
H 2.27001 -0.34535 3.71515
H 2.67635 1.20348 3.34075
H 3.53563 -0.05738 2.70680
```

Energy above the lowest of the compared OMol25 structures with the same formula, charge and spin: 3.22 kcal per mole
⟨S²⟩: 2.015
2S+1: 3
Total charge: +4
LUMO (alpha / beta): -15.1 / -15.1 eV
Highest occupied orbital energy (alpha / beta): -20.34 / -20.39 eV